Record 1
Formula: C23H43N2O7S2
Source: OMol25
Level of theory: ωB97M-V/def2-TZVPD

Structure (XYZ):
```
77
C23H43N2O7S2 (ωB97M-V/def2-TZVPD)
C 2.453 -0.745 2.025
C 2.845 -0.129 0.669
S 2.609 1.667 0.583
C 0.795 1.708 0.337
C 0.078 1.795 1.645
N 0.496 2.720 2.503
N 0.045 2.984 3.712
C -0.945 2.252 4.132
C -1.508 1.248 3.338
C -1.010 1.009 2.077
S -1.662 -0.311 1.043
C -3.411 -0.400 1.375
O -1.029 -1.502 1.525
O -1.495 0.040 -0.334
H 3.292 -1.251 2.486
H 1.601 -1.410 1.937
H 2.185 0.064 2.698
H 2.238 -0.553 -0.126
H 3.872 -0.333 0.395
H 0.593 2.599 -0.249
H 0.510 0.821 -0.203
H 1.288 3.289 2.216
H -1.340 2.447 5.113
H -2.321 0.669 3.743
H -3.697 0.271 2.174
H -3.907 -0.052 0.476
H -3.661 -1.428 1.598
C -4.855 -4.227 -2.942
C -4.679 -3.571 -1.596
O -5.619 -3.193 -0.937
C -3.266 -3.390 -1.097
H -5.913 -4.290 -3.181
H -4.345 -3.645 -3.711
H -4.427 -5.230 -2.928
H -2.702 -2.760 -1.787
H -2.760 -4.352 -1.004
H -3.300 -2.913 -0.122
C 0.884 -2.045 -2.397
C 1.912 -1.132 -3.020
O 3.011 -1.000 -2.527
C 1.499 -0.403 -4.269
H 1.309 -2.516 -1.512
H 0.007 -1.461 -2.107
H 0.583 -2.819 -3.104
H 0.631 0.228 -4.066
H 1.240 -1.129 -5.042
H 2.321 0.219 -4.617
C 2.157 -3.659 -8.676
C 2.250 -2.985 -7.331
O 1.259 -2.664 -6.714
C 3.636 -2.729 -6.792
H 1.113 -3.785 -8.951
H 2.659 -3.053 -9.432
H 2.641 -4.635 -8.639
H 4.192 -2.090 -7.480
H 4.175 -3.672 -6.687
H 3.574 -2.243 -5.821
C -4.056 5.322 1.497
C -2.988 5.024 2.516
O -3.220 4.406 3.531
C -1.584 5.492 2.209
H -5.007 4.919 1.835
H -4.151 6.400 1.359
H -3.793 4.875 0.537
H -1.543 6.570 2.055
H -1.232 5.002 1.297
H -0.939 5.228 3.043
C 3.612 -0.075 6.514
C 3.248 1.055 5.588
O 3.623 1.090 4.435
C 2.371 2.155 6.138
H 4.236 -0.793 5.988
H 4.156 0.311 7.378
H 2.709 -0.573 6.870
H 2.836 2.638 6.998
H 1.412 1.738 6.453
H 2.209 2.894 5.358
```

Calculated values
* maximum force: 1.2 eV/Å
* total energy: -2334.4467 Eh
* net charge: +1
* lowest unoccupied orbital energy: -4.90 eV

Results of the Löwdin charge analysis, in e, for atoms 1 through 8: atom 1 (C): -0.124, atom 2 (C): -0.479, atom 3 (S): 0.922, atom 4 (C): -0.367, atom 5 (C): -0.208, atom 6 (N): 0.106, atom 7 (N): 0.144, atom 8 (C): -0.058

Record 2
Formula: C23H43N2OP3SY
Source: OMol25
Level of theory: ωB97M-V/def2-TZVPD

Structure (XYZ):
```
74
C23H43N2OP3SY (ωB97M-V/def2-TZVPD)
Y 0.662 -0.859 -0.861
P -0.485 1.506 1.446
P -2.510 -1.158 -0.477
P 2.767 0.970 -0.064
H 0.764 -2.901 -3.806
C 1.722 -2.825 -3.224
C 1.832 -2.580 -1.864
H 1.084 -2.668 -0.995
C -1.203 3.003 0.639
C -1.850 1.196 2.649
C 0.522 2.442 2.670
C -3.487 -2.315 -1.529
C -3.647 -1.161 0.994
C -3.190 0.396 -1.169
C 4.398 0.947 -0.959
C 3.577 1.090 1.594
C 2.315 2.722 -0.407
H 2.611 -3.182 -3.808
H 2.827 -3.035 -1.565
H -1.588 3.674 1.417
H -2.037 2.735 -0.018
H -0.420 3.538 0.081
H -1.778 1.898 3.498
H -1.747 0.179 3.050
H -2.829 1.339 2.172
H -0.160 3.087 3.248
H 1.257 3.108 2.206
H 1.016 1.759 3.380
H -4.556 -2.250 -1.259
H -3.151 -3.347 -1.364
H -3.328 -2.092 -2.596
H -4.477 -0.449 0.821
H -3.131 -0.859 1.912
H -4.073 -2.156 1.172
H -4.220 0.186 -1.480
H -2.608 0.720 -2.032
H -3.191 1.192 -0.417
H 5.051 1.689 -0.494
H 4.313 1.131 -2.031
H 4.833 -0.052 -0.832
H 4.380 1.848 1.558
H 4.030 0.112 1.822
H 2.881 1.341 2.401
H 3.221 3.256 -0.736
H 1.906 3.216 0.483
H 1.581 2.773 -1.223
C 0.327 0.279 -4.137
C 0.410 1.190 -5.339
C -0.896 1.832 -5.488
C -1.984 1.003 -5.387
C -1.844 -0.283 -4.872
C -0.754 -0.560 -4.057
S 1.524 0.618 -3.086
H 1.271 1.821 -5.136
H 0.567 0.596 -6.227
H -1.008 2.871 -5.807
H -3.013 1.312 -5.623
H -2.626 -1.025 -4.939
H -0.689 -1.403 -3.387
N 1.681 -1.123 6.238
C 1.592 -0.678 4.952
O 2.065 0.426 4.664
C 0.864 -1.538 3.965
C -0.112 -2.471 4.336
C -0.837 -3.112 3.342
C -0.556 -2.786 2.001
N 0.351 -1.840 1.612
C 1.047 -1.218 2.605
H 2.331 -0.630 6.836
H 1.525 -2.092 6.450
H -0.300 -2.632 5.403
H -1.575 -3.874 3.587
H -1.085 -3.324 1.208
H 1.845 -0.521 2.285
```

Calculated values
* maximum force: 5.7 eV/Å
* total energy: -2546.5215 Eh
* net charge: +3
* lowest unoccupied orbital energy (spin up / spin down): -10.30 / -10.30 eV

Results of the Löwdin charge analysis, in e, for atoms 1 through 8: atom 1 (Y): 1.114, atom 2 (P): 0.785, atom 3 (P): 0.756, atom 4 (P): 0.708, atom 5 (H): 0.096, atom 6 (C): 0.079, atom 7 (C): -0.220, atom 8 (H): 0.015

Record 3
Formula: C23H43N7O4P2
Source: OMol25
Level of theory: ωB97M-V/def2-TZVPD

Structure (XYZ):
```
79
C23H43N7O4P2 (ωB97M-V/def2-TZVPD)
C -2.131 -7.098 -2.208
C -2.250 -5.815 -2.527
C -2.763 -4.281 -2.544
N -3.733 -3.970 -3.652
C -4.906 -3.342 -2.933
O -5.102 -2.108 -2.713
C -5.804 -4.636 -2.609
C -6.919 -4.919 -1.534
C -7.580 -6.366 -1.554
C -7.213 -7.514 -2.584
C -6.066 -7.225 -3.672
C -5.419 -5.793 -3.621
C -4.243 -5.101 -4.470
O -3.802 -5.378 -5.643
H -2.040 -8.185 -1.810
H -3.296 -3.974 -1.550
H -1.846 -3.578 -2.641
H -7.184 -4.093 -0.772
H -8.390 -6.633 -0.763
H -7.694 -8.564 -2.595
H -5.703 -7.998 -4.439
C 2.068 1.609 -1.227
N 1.452 0.683 -2.159
C 2.388 -0.388 -2.503
P -0.172 0.164 -2.090
O -0.005 -0.620 -0.773
N -1.285 1.291 -1.417
C -0.965 2.620 -0.940
C -2.279 0.707 -0.509
N -0.384 1.034 -3.620
C 0.399 2.115 -4.188
C -1.695 0.898 -4.247
H 3.070 1.891 -1.573
H 2.143 1.206 -0.216
H 1.539 2.559 -1.198
H 2.160 -0.770 -3.504
H 2.327 -1.221 -1.795
H 3.426 -0.044 -2.530
H -0.348 2.588 -0.030
H -1.878 3.176 -0.698
H -0.468 3.226 -1.697
H -1.876 0.572 0.505
H -2.618 -0.267 -0.879
H -3.171 1.340 -0.446
H 0.405 3.008 -3.561
H 0.015 2.423 -5.167
H 1.432 1.811 -4.374
H -2.358 1.722 -3.964
H -2.170 -0.040 -3.947
H -1.616 0.869 -5.339
C 4.522 0.792 4.853
N 4.918 2.016 4.182
C 6.280 1.890 3.661
P 3.900 2.960 3.190
O 3.776 1.900 2.077
N 2.225 2.916 3.583
C 1.627 2.182 4.678
C 1.324 2.827 2.428
N 4.051 4.212 4.435
C 4.407 4.088 5.836
C 3.417 5.489 4.127
H 5.310 0.461 5.540
H 4.295 -0.019 4.158
H 3.670 0.953 5.510
H 6.750 2.879 3.615
H 6.290 1.458 2.655
H 6.917 1.273 4.300
H 1.683 1.095 4.517
H 0.569 2.442 4.789
H 2.074 2.431 5.640
H 1.218 1.794 2.072
H 1.693 3.443 1.600
H 0.329 3.212 2.677
H 3.707 3.468 6.398
H 4.431 5.063 6.336
H 5.414 3.682 5.962
H 2.404 5.540 4.539
H 3.352 5.635 3.044
H 3.998 6.330 4.517
```

Calculated values
* maximum force: 7.3 eV/Å
* total energy: -2268.5501 Eh
* net charge: 0
* lowest unoccupied orbital energy: -0.98 eV
* structure (SMILES): C#CCN1C(=O)c2ccccc2C1=O.CN(C)P(=O)(N(C)C)N(C)C.CN(C)P(=O)(N(C)C)N(C)C

Results of the Löwdin charge analysis, in e, for atoms 1 through 8: atom 1 (C): 0.082, atom 2 (C): -0.061, atom 3 (C): -0.144, atom 4 (N): -0.048, atom 5 (C): -0.293, atom 6 (O): 0.070, atom 7 (C): -0.024, atom 8 (C): 0.017